The following is a quantum chemistry calculation of a cluster of 6 separate species, C37H52FN7O13 in total, from the OMol25 dataset.

The structure (SMILES) is Nc1cc(CCCC(=O)O)c2c(c1)C(=O)c1ccc(CC(=O)O)c(C(=O)NC(=O)F)c1C2=O.CNC(C)=O.CNC(C)=O.CNC(C)=O.CNC(C)=O.CNC(C)=O. As for the HOMO energy: -8.40 eV. The relative energy (zero: lowest compared OMol25 entry of this formula, charge and spin) is 0.0 kJ/mol. The calculation puts the electronic energy at -2902.53282 Eh. The multiplicity is 1. The HOMO-LUMO gap comes out at 7.8 eV.

XYZ file:
```
110
Properties=species:S:1:pos:R:3:forces:R:3:lowdin_charge:R:1
N 4.786066 -3.021574 -3.381893 0.0 0.3 -0.3 0.115
C 3.585182 -2.403988 -3.035644 0.7 -0.3 0.1 -0.281
C 2.564008 -2.215823 -3.951308 0.1 -0.1 -0.1 0.035
C 1.363417 -1.614715 -3.605867 0.1 0.1 -0.3 -0.132
C 0.305902 -1.479938 -4.677808 0.6 0.0 0.1 -0.115
C -0.038548 -0.048777 -5.123070 -0.7 -0.7 -0.7 -0.149
C -0.381133 -0.041994 -6.644537 -0.3 0.4 0.6 -0.101
C 0.782714 0.428076 -7.462467 -0.1 -0.6 0.1 -0.531
O 1.582929 -0.310441 -7.957021 0.1 0.1 -0.4 0.124
O 0.894391 1.780611 -7.592271 0.5 0.0 0.2 0.092
C 1.219680 -1.208033 -2.284039 -0.5 0.2 0.0 -0.046
C 2.244200 -1.420052 -1.358967 -0.1 0.0 0.3 -0.071
C 3.425000 -2.011597 -1.713472 -0.5 0.1 0.0 0.046
C 2.010239 -1.017520 0.055647 -0.1 0.1 -0.2 -0.253
O 2.859352 -0.554803 0.783516 0.5 -0.4 -0.1 0.099
C 0.617542 -1.195867 0.522062 0.0 -0.1 0.0 -0.072
C 0.295083 -1.551779 1.813591 0.0 0.2 0.1 0.027
C -1.029398 -1.693309 2.158718 0.3 -0.3 0.8 -0.003
C -2.052770 -1.507190 1.253565 -0.2 0.1 -0.6 -0.127
C -3.485907 -1.656198 1.675375 -0.2 0.1 0.0 -0.030
C -3.809732 -3.028126 2.202821 0.1 -0.2 0.3 -0.488
O -3.494011 -3.398981 3.295853 -0.1 0.0 0.2 0.133
O -4.506719 -3.830698 1.344895 -0.3 0.7 -0.3 0.094
C -1.718682 -1.156675 -0.054801 -0.7 0.3 0.7 -0.017
C -2.775326 -0.952753 -1.100442 0.0 -0.6 -0.4 -0.379
O -2.918155 -1.742451 -1.984633 -0.1 0.1 -0.2 0.166
N -3.573534 0.238178 -0.983521 1.4 0.7 0.7 0.199
C -3.322447 1.155920 -2.009195 -0.6 -0.7 -0.9 -0.543
O -3.388172 0.945898 -3.168639 0.0 0.1 -0.1 0.176
F -3.028252 2.365624 -1.528685 -0.1 0.1 0.3 0.127
C -0.395206 -0.988986 -0.392820 0.4 -0.1 -0.6 -0.021
C 0.008540 -0.550703 -1.760753 -0.1 0.0 0.2 -0.238
O -0.622553 0.325897 -2.311907 -0.2 0.0 -0.2 0.134
H 4.968740 -2.994946 -4.374776 0.0 -0.1 0.0 0.091
H 5.563469 -2.610740 -2.879345 0.1 -0.2 0.2 0.075
H 2.742005 -2.566499 -4.958104 -0.2 0.0 -0.2 0.124
H -0.578121 -2.037230 -4.371352 -0.3 0.2 0.0 0.133
H 0.705875 -1.995844 -5.546827 0.0 -0.2 -0.1 0.105
H 0.774338 0.638387 -4.908205 0.0 0.1 0.2 0.124
H -0.948610 0.247445 -4.625973 0.1 0.4 0.4 0.088
H -1.235824 0.614130 -6.787869 0.0 0.2 -0.2 0.118
H -0.703946 -1.032194 -6.940443 0.2 -0.2 -0.2 0.121
H 0.710156 2.179038 -6.732515 -0.4 0.2 -0.1 0.109
H 4.193881 -2.160546 -0.988380 0.3 0.0 0.2 0.094
H 1.062315 -1.694044 2.557652 0.2 -0.1 0.0 0.115
H -1.248059 -1.952328 3.181555 -0.3 -0.1 0.1 0.124
H -4.198962 -1.403435 0.896818 0.1 -0.1 -0.2 0.120
H -3.651896 -0.966579 2.501219 0.1 0.1 0.2 0.121
H -5.319771 -4.090993 1.795467 0.1 -0.5 0.1 0.124
H -3.317488 0.679288 -0.102014 -0.3 0.1 0.1 0.150
C -1.323950 1.472156 6.938254 -0.5 -0.1 0.2 -0.089
N -1.883507 0.832802 5.759846 0.1 0.1 -0.1 0.030
C -1.763203 1.221690 4.468932 0.1 0.1 0.2 -0.519
C -0.968792 2.468911 4.184970 0.0 -0.1 -0.3 -0.004
O -2.289673 0.565722 3.572390 -0.1 -0.1 -0.1 0.010
H -0.660128 0.781186 7.458150 0.1 0.1 0.0 0.079
H -2.125755 1.762890 7.619329 -0.1 0.0 0.0 0.081
H -0.755963 2.353051 6.663967 -0.1 -0.2 0.1 0.059
H -2.430643 -0.004780 5.883769 0.0 0.0 0.0 0.139
H -0.965127 2.650648 3.116867 -0.1 0.0 -0.1 0.065
H -1.420933 3.330889 4.674081 0.1 0.1 0.0 0.097
H 0.060753 2.360347 4.534918 -0.4 0.2 0.1 0.047
C -7.663329 -3.717911 -3.801666 -0.3 0.0 0.2 -0.081
N -7.995466 -2.926986 -2.632996 0.1 0.0 -0.1 0.002
C -7.258042 -1.944004 -2.047042 0.0 0.1 0.1 -0.545
C -5.922310 -1.612972 -2.666050 -0.3 -0.1 0.0 -0.007
O -7.676928 -1.365694 -1.055788 0.0 0.0 0.0 0.024
H -8.415510 -3.574206 -4.579635 0.1 0.0 -0.1 0.081
H -7.634532 -4.778004 -3.543051 0.1 0.0 -0.1 0.081
H -6.695347 -3.430165 -4.196195 0.0 0.0 0.0 0.071
H -8.874422 -3.100791 -2.172549 0.0 0.0 0.0 0.136
H -5.464972 -0.820987 -2.091499 0.0 0.1 0.1 0.052
H -5.267995 -2.482889 -2.649549 0.1 0.0 -0.1 0.081
H -6.045323 -1.272509 -3.695120 0.1 -0.1 0.0 0.094
C 3.218560 0.314865 3.468045 -0.3 0.2 0.4 -0.074
N 2.148576 0.810459 4.321777 0.1 0.0 0.2 0.039
C 2.233774 1.436510 5.521338 0.3 -0.1 -0.1 -0.515
C 3.614778 1.677067 6.088520 -0.1 0.0 0.0 -0.002
O 1.225383 1.789803 6.115081 0.6 -0.1 0.1 -0.002
H 3.173386 0.804377 2.504270 0.1 0.0 -0.1 0.072
H 3.096781 -0.757862 3.320178 0.1 0.0 -0.1 0.072
H 4.189361 0.503537 3.917524 0.0 0.0 0.1 0.068
H 1.200974 0.683444 4.001413 0.0 -0.1 -0.1 0.125
H 3.509190 2.182449 7.042920 -0.1 0.0 0.0 0.082
H 4.137428 0.732777 6.245503 0.1 0.0 -0.1 0.083
H 4.202725 2.306236 5.419411 0.1 -0.1 0.0 0.085
C -0.016842 6.704813 -0.794229 0.2 0.1 0.3 -0.078
N -0.166204 6.183300 0.550774 -0.1 0.0 -0.1 0.006
C -1.056141 5.259013 0.999158 -0.1 0.0 0.1 -0.539
C -2.027157 4.681225 -0.002438 0.1 0.1 0.1 -0.015
O -1.061430 4.915530 2.170643 0.0 0.1 0.0 0.028
H 0.986348 6.495251 -1.169182 0.0 0.0 -0.1 0.082
H -0.166164 7.785826 -0.796702 0.0 0.0 -0.1 0.082
H -0.739505 6.252360 -1.464097 0.0 0.0 0.0 0.071
H 0.451672 6.528153 1.268067 0.0 0.0 0.0 0.138
H -2.658524 3.960685 0.505022 0.0 0.0 0.1 0.076
H -2.656966 5.465837 -0.423652 0.0 0.0 -0.1 0.090
H -1.493140 4.176577 -0.806548 0.0 0.0 -0.1 0.077
C 7.103913 -1.074884 2.639026 -0.3 0.0 -0.1 -0.071
N 6.396539 -1.177881 1.377361 0.1 0.0 0.0 0.024
C 6.913616 -1.351857 0.137927 -0.1 0.1 0.1 -0.524
C 8.413755 -1.449807 0.003302 0.0 0.0 -0.1 -0.004
O 6.163398 -1.419908 -0.826623 0.4 -0.1 -0.2 0.019
H 6.780657 -1.868023 3.315003 0.1 0.0 0.0 0.085
H 6.891543 -0.113144 3.109465 0.1 0.0 0.0 0.079
H 8.174614 -1.159619 2.489713 0.0 0.0 0.0 0.072
H 5.387438 -1.110941 1.386590 0.0 0.1 0.0 0.124
H 8.657740 -1.583997 -1.045482 -0.1 0.0 0.0 0.082
H 8.893077 -0.538579 0.361866 0.0 0.0 0.1 0.086
H 8.796144 -2.302130 0.565533 0.1 0.0 0.0 0.086
```
Positions in Å, forces in eV/Å.

---

The following is a quantum chemistry calculation of a cluster of 2 separate species, C3H7NO3 in total, from the OMol25 dataset.

The structure (SMILES) is CC(=O)O.NC=O. As for the HOMO energy: -10.29 eV. The relative energy (zero: lowest compared OMol25 entry of this formula, charge and spin) is 0.0 kJ/mol. The calculation puts the electronic energy at -399.03766 Eh. The multiplicity is 1. The HOMO-LUMO gap comes out at 11.2 eV.

XYZ file:
```
14
Properties=species:S:1:pos:R:3:forces:R:3:nbo_charge:R:1
C 2.513177 -0.314434 0.007015 -0.1 0.0 -0.2 -0.718
C 1.041191 -0.348687 -0.313088 0.3 0.2 0.4 0.818
O 0.416286 0.632744 -0.659334 -0.1 0.3 -0.2 -0.665
O 0.502506 -1.523682 -0.094546 -0.3 -0.6 0.0 -0.694
H 3.022405 -1.160407 -0.446043 0.0 -0.1 0.0 0.236
H 2.618752 -0.395834 1.088466 0.0 0.0 0.0 0.240
H 2.948519 0.623025 -0.326207 0.0 0.0 0.0 0.232
H -0.498838 -1.520149 -0.187051 0.3 0.3 0.0 0.525
N -2.286019 0.854178 0.098393 0.4 0.4 -0.2 -0.809
C -2.813927 -0.358708 -0.063687 -0.6 0.3 0.2 0.548
O -2.173463 -1.386934 -0.175696 0.3 -0.6 -0.1 -0.657
H -2.861855 1.674116 0.026142 -0.1 -0.1 0.1 0.393
H -1.283026 0.954768 -0.088213 -0.1 0.0 0.0 0.437
H -3.915296 -0.378040 -0.050574 0.0 0.0 0.0 0.115
```
Positions in Å, forces in eV/Å.

---

The following is a quantum chemistry calculation of a structure of composition C3H4InO4, from the OMol25 dataset.

As for the HOMO energy (alpha / beta): -7.74 / -9.13 eV. The relative energy (zero: lowest compared OMol25 entry of this formula, charge and spin) is 106.0 kJ/mol. The calculation puts the electronic energy at -607.70117 Eh. The multiplicity is 2. The HOMO-LUMO gap (alpha / beta) comes out at 7.4 / 8.3 eV.

XYZ file:
```
12
Properties=species:S:1:pos:R:3:forces:R:3:lowdin_spin:R:1
C 0.053190 0.274877 1.649117 0.8 0.4 0.6 0.504
C -0.097091 -0.041613 0.281523 -2.7 -1.0 -2.7 0.084
O 0.550562 0.835782 -0.592795 -0.6 -0.1 1.3 -0.001
C 0.654886 0.535988 -1.930344 3.5 1.2 -0.7 0.001
O 1.659033 0.969054 -2.486276 -1.7 -0.4 0.6 -0.001
O -0.249525 -0.184661 -2.441434 1.3 0.5 -0.8 0.019
O -0.024789 -0.749470 2.529995 -0.2 -0.1 -0.1 0.178
In -1.956936 -1.039999 -2.168469 -2.9 -1.4 0.3 0.075
H 0.499504 1.219160 1.970377 -0.3 -0.3 -0.2 0.023
H -1.501554 -0.187681 -0.137230 1.9 1.0 1.0 0.104
H 0.431835 -0.534362 3.348694 -0.1 0.1 0.0 0.001
H -0.019114 -1.097075 -0.023158 0.9 0.2 0.6 0.012
```
Positions in Å, forces in eV/Å.

---

The following is a quantum chemistry calculation of an isolated molecule of C22H13ClN4O4, from the OMol25 dataset.

The structure (SMILES) is O=[N+]([O-])c1ccc(-c2ccc(/C=N\c3c(-c4ccco4)nc4ccccn34)o2)c(Cl)c1. As for the HOMO energy: -7.39 eV. The calculation puts the electronic energy at -1826.22303 Eh. The multiplicity is 1. The HOMO-LUMO gap comes out at 6.3 eV.

XYZ file:
```
44
Properties=species:S:1:pos:R:3:forces:R:3:nbo_charge:R:1
O 5.890656 2.822666 -0.068308 0.2 0.0 0.0 -0.376
N 4.698937 2.967160 -0.245201 0.3 0.5 0.1 0.527
O 4.133388 4.039106 -0.302212 -0.1 0.2 0.0 -0.372
C 3.897715 1.783817 -0.400795 -0.8 -1.3 -0.2 0.017
C 2.525113 1.893856 -0.598439 0.4 0.3 0.0 -0.188
C 1.777541 0.750373 -0.747375 0.2 -0.3 -0.1 -0.119
C 2.360009 -0.528991 -0.708317 0.2 0.6 0.0 -0.105
C 1.487169 -1.670347 -0.831478 0.2 -1.2 -0.1 0.277
C 1.682094 -3.032220 -0.995549 0.1 0.7 0.0 -0.264
C 0.417000 -3.623243 -0.977146 -0.9 0.7 0.1 -0.257
C -0.495569 -2.597524 -0.786664 0.8 -1.0 -0.2 0.214
C -1.919647 -2.670660 -0.662096 -0.4 0.5 0.1 0.089
N -2.770323 -1.755575 -0.379530 -0.3 -1.0 -0.2 -0.429
C -2.544003 -0.498385 0.041833 1.0 0.6 0.7 0.214
C -1.627730 0.170815 0.883964 -0.9 -0.5 -0.7 0.081
C -0.502697 -0.337837 1.613432 0.8 0.8 0.5 0.250
C 0.560064 0.355757 2.144827 -0.8 -0.3 -0.3 -0.277
C 1.413300 -0.611050 2.713707 -0.1 -0.6 0.0 -0.309
C 0.811165 -1.815349 2.502821 0.8 0.3 0.3 0.092
O -0.348995 -1.662135 1.845087 -0.5 0.0 -0.1 -0.405
N -1.968918 1.470515 1.018803 0.1 0.4 0.2 -0.463
C -3.070810 1.649847 0.312447 0.2 -0.4 0.0 0.327
C -3.831130 2.807602 0.096861 -0.4 0.1 -0.3 -0.216
C -4.956711 2.723969 -0.675189 0.3 0.2 0.3 -0.200
C -5.343163 1.492038 -1.247115 0.1 -0.3 0.0 -0.268
C -4.593339 0.375138 -1.041651 -0.7 0.0 -0.4 0.025
N -3.483211 0.459056 -0.274466 0.3 0.6 0.3 -0.301
O 0.160088 -1.421966 -0.737438 0.0 0.1 -0.1 -0.401
C 3.747930 -0.605381 -0.496062 -0.5 0.3 -0.1 -0.016
Cl 4.569919 -2.111979 -0.372610 0.3 -0.2 0.0 0.031
C 4.508497 0.536899 -0.346658 0.1 0.4 0.0 -0.200
H 2.069120 2.870947 -0.629398 0.0 0.0 0.0 0.253
H 0.713124 0.825210 -0.899743 -0.1 0.0 0.0 0.236
H 2.613047 -3.541751 -1.123289 0.1 0.0 0.0 0.245
H 0.189099 -4.665437 -1.069454 -0.1 -0.2 0.0 0.234
H -2.344567 -3.645038 -0.877975 0.1 -0.1 -0.1 0.193
H 0.689463 1.416734 2.117523 0.0 0.3 0.0 0.244
H 2.346114 -0.438270 3.209918 0.2 0.0 0.1 0.231
H 1.091609 -2.815521 2.768691 0.0 -0.2 0.0 0.207
H -3.503390 3.727691 0.550095 0.0 0.1 0.1 0.235
H -5.560351 3.599539 -0.854625 0.0 0.1 0.0 0.220
H -6.235157 1.434127 -1.848772 -0.1 -0.1 -0.1 0.226
H -4.826055 -0.599714 -1.440901 0.0 0.0 0.0 0.234
H 5.573587 0.475518 -0.181574 0.0 0.0 0.0 0.263
```
Positions in Å, forces in eV/Å.

---

The following is a quantum chemistry calculation of an isolated molecule of C5H10O, from the OMol25 dataset.

The structure (SMILES) is OC1CCCC1. As for the HOMO energy: -10.17 eV. The relative energy (zero: lowest compared OMol25 entry of this formula, charge and spin) is 167.8 kJ/mol. The calculation puts the electronic energy at -271.68870 Eh. The multiplicity is 1. The HOMO-LUMO gap comes out at 11.1 eV.

XYZ file:
```
16
Properties=species:S:1:pos:R:3:forces:R:3:nbo_charge:R:1
O 0.386470 -1.553725 -1.054572 2.4 -0.1 0.3 -0.720
C 0.057507 -0.185556 -1.184611 -0.3 1.1 0.6 0.058
C 1.046230 0.470704 -0.270773 2.6 -1.0 -0.1 -0.326
C 0.503310 0.256878 1.173371 0.3 0.0 -0.1 -0.431
C -0.985886 -0.135332 1.002552 0.1 0.0 -0.2 -0.413
C -1.249165 0.275607 -0.451143 -0.1 -0.6 -0.4 -0.414
H 1.436712 -1.432714 -0.813901 -3.9 -1.4 -1.0 0.451
H 0.086869 0.156069 -2.235560 0.0 -0.2 0.4 0.171
H 2.089616 -0.324244 -0.438819 -1.9 3.5 0.6 0.128
H 1.168903 1.538826 -0.528897 0.6 -0.6 0.2 0.220
H 0.616922 1.157825 1.786812 0.0 -0.2 -0.2 0.210
H 1.093467 -0.538109 1.631863 -0.2 0.1 0.2 0.215
H -1.110625 -1.217830 1.082012 0.1 0.1 0.1 0.219
H -1.649520 0.337955 1.738984 0.2 0.0 -0.3 0.212
H -2.106551 -0.183338 -0.930543 -0.4 -0.1 0.2 0.218
H -1.384260 1.376987 -0.506776 0.3 -0.6 -0.3 0.203
```
Positions in Å, forces in eV/Å.

---

Max |F|, respectively: 0.034, 0.014, 0.077, 0.030, 0.082 hartree/bohr.